The following is a quantum chemistry calculation of a structure of composition C43H76GeN2O5PPtSSeSi, from OMol25.

Last column: Mulliken charge in e.
CARTESIAN COORDINATES (ANGSTROEM)
Pt  -0.617  -0.096  -0.072  4.016
O  3.149  5.673  -1.333  -0.502
C  1.958  5.392  -2.034  -0.685
C  1.366  4.114  -1.513  -0.618
C  0.152  3.648  -1.999  -1.657
C  -0.345  2.464  -1.513  0.120
N  0.280  1.732  -0.576  0.844
C  1.482  2.139  -0.136  1.126
C  2.023  3.342  -0.577  -0.789
C  2.252  1.292  0.822  -0.031
C  3.234  1.862  1.629  -0.409
C  3.918  1.065  2.532  0.068
C  4.965  1.651  3.451  -1.038
O  5.395  2.938  3.065  -0.539
C  3.593  -0.284  2.589  -1.889
C  2.604  -0.764  1.749  -0.319
N  1.943  0.000  0.886  0.740
H  3.539  6.481  -1.680  0.341
H  2.146  5.269  -3.108  0.347
H  1.222  6.195  -1.917  0.398
H  -0.406  4.188  -2.753  0.539
H  -1.274  2.063  -1.886  0.022
H  2.986  3.668  -0.222  0.827
H  3.455  2.919  1.597  0.848
H  5.802  0.952  3.540  0.454
H  4.532  1.759  4.448  0.302
H  6.055  2.857  2.369  0.305
H  4.103  -0.956  3.269  0.496
H  2.336  -1.815  1.761  0.453
C  -1.253  3.446  1.998  -2.278
C  -1.306  2.162  2.833  2.568
C  -2.154  2.415  4.087  -1.752
C  0.097  1.828  3.348  -1.623
P  -1.896  0.695  1.793  -1.236
C  -2.019  -0.582  3.096  0.945
C  -3.154  -0.846  3.861  -0.511
C  -3.119  -1.787  4.881  -0.860
C  -1.945  -2.469  5.163  -0.857
C  -0.806  -2.213  4.413  -0.656
C  -0.849  -1.286  3.385  -0.774
C  -3.625  1.042  1.123  2.367
C  -3.477  1.857  -0.171  -1.370
C  -4.599  1.797  2.034  -1.928
C  -4.240  -0.299  0.713  -1.186
H  -0.795  4.233  2.602  0.598
H  -2.247  3.792  1.718  0.362
H  -0.656  3.335  1.093  0.501
H  -1.644  3.183  4.674  0.550
H  -2.226  1.525  4.713  0.330
H  -3.152  2.780  3.880  0.306
H  0.534  2.734  3.776  0.632
H  0.754  1.471  2.567  -0.022
H  0.059  1.076  4.136  0.371
H  -4.078  -0.318  3.681  0.127
H  -4.012  -1.979  5.460  0.491
H  -1.920  -3.200  5.960  0.406
H  0.113  -2.745  4.621  0.495
H  0.037  -1.107  2.787  0.452
H  -2.949  2.798  -0.025  0.153
H  -4.476  2.090  -0.549  0.708
H  -2.961  1.270  -0.930  -0.471
H  -4.304  2.835  2.172  0.417
H  -4.736  1.346  3.014  0.267
H  -5.573  1.805  1.538  0.544
H  -3.610  -0.779  -0.034  -0.759
H  -5.212  -0.111  0.251  0.644
H  -4.390  -0.985  1.544  0.340
C  -5.041  -3.653  -2.643  -1.402
Ge  -3.336  -2.701  -2.540  0.748
C  -2.083  -3.462  -3.820  -0.611
C  -3.620  -0.809  -2.926  -0.404
C  -2.832  -3.074  -0.646  -1.324
Se  -1.316  -2.379  0.369  0.110
C  0.048  -3.455  -0.475  -0.114
H  -5.474  -3.539  -3.638  0.395
H  -5.755  -3.267  -1.916  0.371
H  -4.901  -4.718  -2.456  0.392
H  -2.521  -3.392  -4.817  0.477
H  -1.875  -4.512  -3.616  0.349
H  -1.155  -2.894  -3.819  -0.213
H  -3.906  -0.721  -3.975  0.531
H  -2.701  -0.244  -2.775  -0.276
H  -4.419  -0.379  -2.323  0.321
H  -2.683  -4.155  -0.563  0.717
H  -3.696  -2.851  -0.020  0.555
H  -0.065  -3.403  -1.552  -0.432
H  -0.068  -4.468  -0.094  0.705
H  1.014  -3.038  -0.199  -0.124
C  5.016  -0.462  -1.251  -1.130
C  4.370  0.433  -2.302  1.971
C  4.695  1.889  -2.005  -1.738
C  4.881  0.093  -3.696  -1.615
O  2.927  0.297  -2.218  0.710
Si  2.015  -0.911  -2.857  -2.248
S  -0.015  -0.758  -2.264  -0.854
O  2.708  -2.329  -2.427  0.637
C  2.917  -3.598  -3.078  1.712
C  4.053  -3.477  -4.086  -1.855
C  3.305  -4.571  -1.973  -1.634
C  1.650  -4.067  -3.781  -1.242
O  2.005  -0.909  -4.491  0.038
C  1.416  -0.068  -5.496  1.838
C  2.325  -0.174  -6.713  -1.902
C  1.330  1.376  -5.011  -1.365
C  0.029  -0.607  -5.824  -1.339
H  6.096  -0.301  -1.234  0.507
H  4.817  -1.512  -1.458  -0.081
H  4.615  -0.222  -0.265  -0.077
H  5.758  2.072  -2.164  0.590
H  4.463  2.130  -0.969  0.221
H  4.128  2.551  -2.662  0.293
H  5.967  0.197  -3.718  0.609
H  4.459  0.772  -4.437  0.236
H  4.630  -0.925  -3.981  0.120
H  4.968  -3.142  -3.596  0.339
H  3.787  -2.772  -4.874  0.123
H  4.248  -4.447  -4.545  0.613
H  4.186  -4.206  -1.444  0.318
H  3.531  -5.553  -2.391  0.386
H  2.490  -4.682  -1.256  0.244
H  1.345  -3.354  -4.546  -0.046
H  0.836  -4.189  -3.070  0.148
H  1.828  -5.033  -4.256  0.684
H  3.327  0.180  -6.473  0.316
H  1.933  0.423  -7.539  0.438
H  2.394  -1.213  -7.039  0.343
H  2.322  1.768  -4.785  0.208
H  0.719  1.438  -4.109  0.091
H  0.877  2.001  -5.783  0.643
H  0.098  -1.651  -6.135  0.303
H  -0.419  -0.034  -6.638  0.506
H  -0.623  -0.546  -4.951  0.111

Calculated values
Gap between HOMO and LUMO   7.81 eV
Lowest unoccupied orbital energy   -2.512 eV
E_tot   -212156.169 eV
Total charge   +1
Energy relative to the best compared isomer or geometry (same formula, charge and spin)   0.00 kJ/mol
E_HOMO   -10.32 eV